# CH3BrS

2 unconnected molecules or ions with the total composition CH3BrS in a non-equilibrium geometry (wB97M-V/def2-TZVPD, the OMol25 dataset).

```
6
Properties=species:S:1:pos:R:3:forces:R:3
C -1.394 -0.657 0.205 2.2 -3.1 -0.3
S -1.697 0.876 0.046 -1.0 3.7 -0.2
Br 3.529 1.023 -0.182 -0.7 0.1 0.1
H -0.436 -0.955 -0.265 -0.3 0.0 0.3
H 2.098 1.155 -0.027 0.6 0.0 -0.1
H -2.100 -1.442 0.222 -0.9 -0.6 0.2
```
Forces are in eV/Å.

Values from the calculation:
Spin multiplicity: 3
E_tot: -3011.97978 a.u.
Energy above the lowest of the compared OMol25 structures with the same formula, charge and spin: 0.034 eV
Highest occupied orbital energy (spin up / spin down): -7.325 / -11.054 eV
M: 127.0 g/mol

=====

# C9H7NO3

C9H7NO3 in the gas phase in a non-equilibrium geometry (wB97M-V/def2-TZVPD, the OMol25 dataset).

```
20
Properties=species:S:1:pos:R:3:forces:R:3
O 3.259 -0.989 0.987 -0.2 0.2 -0.2
C 2.323 -0.578 0.393 -0.5 0.0 -0.1
C 1.076 -1.338 -0.022 -0.3 -0.3 0.2
O 1.274 -1.606 -1.404 0.2 -0.2 -0.3
C -0.178 -0.516 0.163 0.1 0.1 0.0
C -1.394 -1.124 0.410 0.1 0.1 0.1
C -2.558 -0.369 0.449 -0.1 0.0 0.0
C -2.502 0.995 0.213 -0.1 -0.1 0.0
C -1.291 1.613 -0.037 0.4 -0.1 0.0
C -0.108 0.870 -0.058 -0.8 -0.6 0.2
C 1.160 1.490 -0.285 1.0 -0.6 0.2
N 2.299 0.844 -0.088 -0.2 0.9 -0.1
O 3.422 1.377 -0.215 0.4 0.1 -0.1
H 1.031 -2.276 0.553 0.1 0.3 0.0
H 0.533 -2.135 -1.731 0.1 0.2 0.1
H -1.433 -2.190 0.582 0.0 -0.1 0.0
H -3.502 -0.848 0.656 -0.1 0.0 0.0
H -3.407 1.580 0.229 -0.1 0.1 0.0
H -1.251 2.677 -0.215 0.0 0.1 0.0
H 1.246 2.523 -0.581 0.2 0.0 0.0
```
Forces are in eV/Å.

Values from the calculation:
E_tot: -627.55301 a.u.
Energy above the lowest of the compared OMol25 structures with the same formula, charge and spin: 2.456 eV
Highest occupied orbital energy (spin up / spin down): -8.257 / -8.258 eV
M: 177.2 g/mol
SMILES: O=C1[C@H](O)c2ccccc2C=[N+]1[O-]

=====

Question: Which of these has the highest energy above the lowest of the compared OMol25 structures with the same formula, charge and spin?
Answer: C9H7NO3

=====

Question: Which formula does entry 1 have?
Answer: CH3BrS

=====

Question: The lowest M belongs to which entry?
Answer: CH3BrS